Record 1
Formula: C19H48BrCl2FN7O6P4
Source: the OMol25 dataset
Level of theory: ωB97M-V/def2-TZVPD

Values from the calculation:
total charge = +1
E_HOMO = -0.354 hartree
E_tot = -6546.902711 Eh
strongest force on any atom = 0.1200 hartree/bohr
gap between HOMO and LUMO = 4.789 eV

```
88
C19H48BrCl2FN7O6P4 ωB97M-V/def2-TZVPD
C 0.81 -3.86 -5.67
C 1.85 -3.00 -4.93
C 2.25 -3.60 -3.57
F 1.44 -4.71 -3.38
C 2.05 -2.71 -2.36
Cl 0.47 -1.99 -2.10
C 2.76 -3.53 -1.24
Br 3.72 -2.41 0.04
P 1.80 -4.79 -0.14
O 2.61 -6.17 -0.49
Cl -0.09 -5.09 -0.90
C 3.87 -4.08 -2.10
N 3.60 -4.12 -3.36
C 4.55 -4.66 -4.32
P 4.73 -6.49 -3.92
O 3.51 -6.97 -3.27
O 4.96 -7.30 -5.28
O 5.96 -6.73 -2.94
H -0.11 -3.97 -5.11
H 1.26 -4.84 -5.85
H 0.56 -3.42 -6.64
H 2.71 -2.79 -5.56
H 1.37 -2.04 -4.71
H 2.70 -1.84 -2.44
H 2.10 -6.71 -1.12
H 4.81 -4.46 -1.73
H 5.55 -4.23 -4.22
H 4.20 -4.62 -5.35
H 4.06 -7.42 -5.63
H 5.53 -6.82 -2.06
O -4.83 -1.22 -0.70
P -4.40 -0.40 0.50
N -4.76 1.18 -0.10
C -4.07 1.69 -1.28
C -6.19 1.38 -0.24
N -2.74 -0.82 0.48
C -1.65 0.10 0.28
C -2.40 -2.13 -0.07
N -4.15 0.24 2.15
C -4.84 -0.58 3.16
C -4.26 1.65 2.51
H -4.44 2.70 -1.51
H -4.21 1.07 -2.16
H -3.01 1.82 -1.09
H -6.71 1.06 0.68
H -6.61 0.82 -1.07
H -6.42 2.44 -0.38
H -1.47 0.29 -0.79
H -0.72 -0.31 0.70
H -1.80 1.05 0.78
H -2.35 -2.10 -1.17
H -3.13 -2.88 0.22
H -1.43 -2.46 0.31
H -5.92 -0.44 3.13
H -4.48 -0.35 4.16
H -4.63 -1.64 2.98
H -5.29 2.02 2.48
H -3.64 2.27 1.88
H -3.90 1.77 3.54
O 0.19 3.00 1.27
P 0.56 3.72 2.56
N 0.24 5.34 2.04
C 0.98 5.93 0.94
C -1.19 5.56 1.85
N 2.21 3.28 2.59
C 3.32 4.20 2.49
C 2.54 2.00 1.98
N 0.72 4.26 4.26
C -0.02 3.37 5.18
C 0.60 5.64 4.70
H 0.63 6.94 0.76
H 0.88 5.36 0.01
H 2.04 6.03 1.19
H -1.76 5.19 2.72
H -1.57 5.06 0.96
H -1.40 6.63 1.77
H 3.55 4.46 1.45
H 4.22 3.76 2.92
H 3.14 5.12 3.05
H 2.61 2.05 0.88
H 1.77 1.26 2.23
H 3.48 1.62 2.37
H -1.10 3.52 5.10
H 0.29 3.54 6.21
H 0.19 2.33 4.94
H -0.43 6.02 4.64
H 1.25 6.30 4.15
H 0.91 5.69 5.75
```

=====

Record 2
Formula: C48H60BrClF4N6O6P2PbS
Source: the OMol25 dataset
Level of theory: ωB97M-V/def2-TZVPD

Values from the calculation:
total charge = -2
ΔE to the lowest compared entry with this formula, charge and spin = 0.8582 eV
E_HOMO = -0.085 hartree
E_tot = -7352.606945 Eh
strongest force on any atom = 0.0242 hartree/bohr
gap between HOMO and LUMO = 6.232 eV

```
130
C48H60BrClF4N6O6P2PbS ωB97M-V/def2-TZVPD
Pb -0.24 0.58 0.63
F 4.56 -6.65 -0.61
C 3.50 -5.86 -0.72
C 2.44 -6.22 -1.52
F 2.49 -7.39 -2.19
C 1.33 -5.40 -1.62
F 0.33 -5.85 -2.37
C 1.26 -4.18 -0.96
P -0.07 -2.87 -1.20
C -1.47 -3.66 -0.29
C -1.22 -4.54 0.77
C -2.25 -5.00 1.58
C -3.56 -4.61 1.34
C -3.82 -3.73 0.30
C -2.79 -3.25 -0.50
C -0.38 -3.20 -2.98
C 0.61 -2.74 -3.85
C 0.47 -2.87 -5.23
C -0.68 -3.45 -5.75
C -1.67 -3.90 -4.89
C -1.52 -3.77 -3.52
C 2.32 -3.86 -0.12
Br 2.22 -2.34 0.99
C 3.43 -4.68 0.00
F 4.45 -4.38 0.81
H -0.21 -4.86 0.99
H -2.02 -5.67 2.40
H -4.36 -4.95 1.98
H -4.83 -3.38 0.13
H -3.00 -2.50 -1.25
H 1.49 -2.24 -3.44
H 1.25 -2.50 -5.88
H -0.80 -3.54 -6.83
H -2.57 -4.35 -5.30
H -2.30 -4.13 -2.86
O 1.68 0.25 3.31
H 1.13 1.04 3.19
H 1.04 -0.48 3.39
O -0.44 -1.70 3.41
H -1.28 -1.21 3.49
H -0.67 -2.35 2.72
O -1.59 2.30 -0.61
H -0.94 2.99 -0.44
H -1.40 1.97 -1.53
O 1.82 -0.31 -2.26
H 0.90 -0.07 -2.50
H 1.99 0.29 -1.51
Cl -2.77 1.98 -4.35
C -2.88 0.57 -3.24
C -1.55 0.08 -2.64
O -0.48 0.72 -2.85
O -1.70 -0.93 -1.94
H -3.33 -0.25 -3.80
H -3.52 0.85 -2.41
C -0.79 2.04 2.42
C -1.39 2.83 3.12
C -2.12 3.79 3.91
C -1.52 4.45 4.99
C -2.24 5.38 5.72
C -3.56 5.67 5.40
C -4.16 5.01 4.33
C -3.45 4.08 3.59
H -0.50 4.21 5.24
H -1.76 5.88 6.56
H -4.11 6.40 5.97
H -5.19 5.22 4.07
H -3.91 3.55 2.77
N 1.40 1.90 -0.21
P 2.60 2.81 -0.40
N 2.77 4.02 0.76
C 3.88 4.96 0.82
C 3.39 6.39 1.05
C 2.50 6.46 2.29
C 1.38 5.43 2.20
C 1.95 4.04 1.95
N 4.06 1.94 -0.47
C 5.31 2.36 -1.07
C 6.52 1.97 -0.19
C 6.15 2.00 1.29
C 5.03 0.99 1.58
C 4.18 0.74 0.33
N 2.78 3.71 -1.83
C 2.98 2.97 -3.08
C 1.68 2.61 -3.80
C 0.81 3.83 -4.03
C 0.58 4.52 -2.69
C 1.91 4.87 -2.03
H 4.46 4.90 -0.10
H 4.54 4.69 1.66
H 2.82 6.72 0.17
H 4.25 7.06 1.14
H 2.11 7.47 2.42
H 3.12 6.24 3.17
H 0.70 5.69 1.38
H 0.79 5.42 3.12
H 1.15 3.31 1.84
H 2.55 3.74 2.83
H 5.30 3.43 -1.25
H 5.45 1.89 -2.06
H 7.34 2.65 -0.41
H 6.86 0.97 -0.45
H 5.83 3.01 1.56
H 7.03 1.78 1.90
H 4.38 1.36 2.38
H 5.44 0.04 1.93
H 3.18 0.41 0.62
H 4.61 -0.06 -0.28
H 3.55 2.07 -2.87
H 3.59 3.61 -3.74
H 1.13 1.88 -3.21
H 1.94 2.12 -4.75
H -0.14 3.55 -4.49
H 1.31 4.53 -4.72
H 0.05 3.83 -2.04
H -0.03 5.42 -2.80
H 1.75 5.36 -1.08
H 2.46 5.57 -2.68
C -7.65 -2.73 2.50
C -6.75 -1.87 1.65
C -7.21 -1.29 0.47
C -6.27 -0.55 -0.23
N -5.02 -0.38 0.16
C -4.64 -0.98 1.32
S -3.02 -0.81 1.84
N -5.51 -1.72 2.08
H -8.65 -2.31 2.57
H -7.22 -2.84 3.49
H -7.74 -3.73 2.06
H -8.23 -1.40 0.13
H -6.55 -0.06 -1.17
```

=====

Record 3
Formula: C12H17NO3
Source: the OMol25 dataset
Level of theory: ωB97M-V/def2-TZVPD

Values from the calculation:
ΔE to the lowest compared entry with this formula, charge and spin = 0.0000 eV
E_HOMO = -0.302 hartree
E_tot = -747.958031 Eh
strongest force on any atom = 0.0203 hartree/bohr
gap between HOMO and LUMO = 8.956 eV

```
33
C12H17NO3 ωB97M-V/def2-TZVPD
C -2.68 2.07 -0.11
C -1.91 0.83 -0.35
O -2.37 -0.05 -1.25
C -1.49 -1.08 -1.31
C -0.44 -0.86 -0.47
C -0.71 0.40 0.17
C 0.04 1.12 1.20
O -0.48 1.90 1.99
N 1.37 0.84 1.27
C 2.22 1.55 2.20
C 2.74 2.88 1.62
O 1.70 3.67 1.11
C 0.65 -1.87 -0.29
C 0.57 -2.93 -1.39
C -0.87 -3.41 -1.61
C -1.73 -2.27 -2.16
H -2.30 2.56 0.78
H -2.60 2.75 -0.96
H -3.74 1.83 0.03
H 1.81 0.39 0.48
H 3.07 0.91 2.47
H 1.62 1.75 3.08
H 3.28 3.41 2.42
H 3.42 2.70 0.79
H 0.91 3.53 1.65
H 1.64 -1.41 -0.32
H 0.54 -2.34 0.69
H 1.20 -3.78 -1.12
H 0.94 -2.51 -2.33
H -0.88 -4.25 -2.30
H -1.28 -3.75 -0.65
H -2.79 -2.54 -2.15
H -1.45 -2.06 -3.20
```

=====

Record 4
Formula: C18H19N3O
Source: the OMol25 dataset
Level of theory: ωB97M-V/def2-TZVPD

Values from the calculation:
ΔE to the lowest compared entry with this formula, charge and spin = 2.5494 eV
E_HOMO = -0.310 hartree
E_tot = -936.784273 Eh
strongest force on any atom = 0.0265 hartree/bohr
gap between HOMO and LUMO = 9.186 eV

```
41
C18H19N3O ωB97M-V/def2-TZVPD
C 5.04 1.84 0.99
C 3.88 2.38 0.44
C 3.17 1.67 -0.51
C 3.62 0.42 -0.93
C 2.86 -0.38 -1.96
O 2.55 -1.70 -1.56
C 1.42 -1.82 -0.73
C 1.65 -1.38 0.72
C 0.41 -1.60 1.58
N -0.68 -0.78 1.12
C -1.97 -1.13 0.91
C -2.58 0.03 0.46
C -3.96 0.28 0.07
C -4.32 1.55 -0.36
C -5.63 1.81 -0.73
C -6.58 0.81 -0.68
C -6.22 -0.46 -0.24
C -4.92 -0.73 0.13
N -1.62 0.99 0.42
N -0.51 0.50 0.81
C 4.78 -0.11 -0.38
C 5.48 0.60 0.58
H 5.59 2.40 1.74
H 3.53 3.34 0.76
H 2.26 2.08 -0.92
H 1.94 0.15 -2.24
H 3.48 -0.50 -2.85
H 0.58 -1.25 -1.16
H 1.17 -2.89 -0.75
H 2.49 -1.94 1.14
H 1.90 -0.32 0.74
H 0.63 -1.33 2.62
H 0.09 -2.64 1.54
H -2.32 -2.12 1.09
H -3.57 2.32 -0.40
H -5.91 2.80 -1.07
H -7.60 1.01 -0.96
H -6.97 -1.25 -0.20
H -4.65 -1.72 0.46
H 5.11 -1.08 -0.70
H 6.38 0.18 1.00
```

=====

Record 5
Formula: C3H4ClNS
Source: the OMol25 dataset
Level of theory: ωB97M-V/def2-TZVPD

Values from the calculation:
ΔE to the lowest compared entry with this formula, charge and spin = 1.7545 eV
E_HOMO = -0.324 hartree
E_tot = -1029.765572 Eh
strongest force on any atom = 0.1102 hartree/bohr
gap between HOMO and LUMO = 8.962 eV

```
10
C3H4ClNS ωB97M-V/def2-TZVPD
S -2.29 -1.05 -0.09
C -2.17 0.57 0.15
N -1.02 1.38 0.03
C 0.45 1.01 -0.24
C 1.12 -0.12 0.10
Cl 2.92 -0.36 0.01
H -3.02 1.32 0.42
H -1.14 2.28 0.32
H 1.16 1.81 -0.64
H 0.71 -1.06 0.79
```